Record 1
A 12-piece molecular cluster, C20H64O22 overall in a non-equilibrium geometry, computed with ωB97M-V/def2-TZVPD.

Geometry (Å):
O (1.5678, 4.0954, 2.9270)
H (0.9413, 3.5761, 2.4229)
H (1.0698, 4.8613, 3.2127)
O (1.2550, -0.4872, 4.7879)
H (0.9320, -1.1652, 4.1945)
H (0.5085, -0.2872, 5.3528)
C (-4.2305, 1.5082, 3.9505)
C (-3.2425, 1.5030, 2.7750)
O (-1.9022, 1.4778, 3.2951)
O (-3.8426, 0.4827, 4.8855)
H (-5.2595, 1.2921, 3.6631)
H (-4.2058, 2.4368, 4.5207)
H (-3.3551, 2.3755, 2.1313)
H (-3.3159, 0.6583, 2.0900)
H (-1.2558, 1.6339, 2.6028)
H (-2.8876, 0.4379, 4.9732)
C (0.9116, 1.1327, 1.4729)
C (0.6177, -0.0533, 0.4864)
O (-0.6225, -0.6055, 0.8081)
O (0.0909, 2.2890, 1.1811)
H (1.9778, 1.3573, 1.4424)
H (0.8391, 0.7615, 2.4952)
H (1.3403, -0.8448, 0.6848)
H (0.7249, 0.2822, -0.5451)
H (-1.3665, -0.1448, 0.4135)
H (0.4245, 2.8367, 0.4667)
C (-0.6549, -3.1944, 3.7443)
C (-2.0835, -2.7760, 3.4510)
O (-2.5520, -3.3527, 2.2235)
O (0.3063, -2.3744, 2.9952)
H (-0.4875, -4.2395, 3.4839)
H (-0.5479, -3.0285, 4.8163)
H (-2.1895, -1.6927, 3.5084)
H (-2.7555, -3.1349, 4.2305)
H (-3.2697, -2.8205, 1.8723)
H (-0.1357, -1.9473, 2.2578)
C (3.6927, -3.5585, 1.1748)
C (4.0330, -2.8819, -0.1991)
O (4.1086, -3.9246, -1.2072)
O (4.7072, -4.3501, 1.6341)
H (2.8162, -4.1971, 1.0652)
H (3.4148, -2.7238, 1.8184)
H (4.9975, -2.3751, -0.1674)
H (3.2721, -2.1495, -0.4687)
H (4.6294, -4.6239, -0.8057)
H (4.4105, -4.5228, 2.5306)
C (4.6932, 1.9324, -0.1709)
C (5.1733, 2.9927, -1.2071)
O (4.9017, 2.5998, -2.5712)
O (5.5619, 0.8094, -0.2478)
H (3.6483, 1.6672, -0.3324)
H (4.7752, 2.2984, 0.8526)
H (6.2468, 3.1802, -1.1893)
H (4.6473, 3.9354, -1.0560)
H (5.6090, 1.9597, -2.6784)
H (5.4257, 0.3490, -1.0791)
C (-4.9438, -1.4749, 0.0298)
C (-3.7726, -2.0595, -0.8089)
O (-3.8833, -3.4446, -1.2223)
O (-4.8275, -1.8721, 1.3828)
H (-5.8607, -1.7625, -0.4847)
H (-4.9111, -0.3883, 0.1089)
H (-2.8439, -1.9282, -0.2536)
H (-3.6141, -1.5301, -1.7485)
H (-3.1125, -3.9537, -0.9609)
H (-5.6320, -1.6306, 1.8476)
C (0.3452, -3.5632, -1.5543)
C (0.0588, -3.8823, -0.1391)
O (-1.2723, -4.3718, -0.0221)
O (0.1239, -4.6754, -2.3741)
H (1.3384, -3.1854, -1.7972)
H (-0.4222, -2.8486, -1.8518)
H (0.1718, -3.0021, 0.4938)
H (0.8530, -4.5192, 0.2503)
H (-1.4759, -4.1851, 0.8973)
H (-0.8099, -4.8963, -2.3486)
C (-3.1133, 2.1440, -1.2924)
C (-2.5762, 3.0497, -2.4588)
O (-2.7192, 2.4023, -3.6732)
O (-2.2411, 1.1101, -1.0092)
H (-4.1275, 1.8406, -1.5521)
H (-3.1225, 2.7611, -0.3939)
H (-1.5293, 3.3398, -2.3693)
H (-3.1307, 3.9853, -2.5315)
H (-2.2986, 2.9189, -4.3645)
H (-2.0798, 0.5968, -1.8042)
C (1.6696, 5.3614, -1.2108)
C (1.5131, 4.5786, -2.4725)
O (1.8900, 5.3851, -3.6048)
O (1.4910, 4.4102, -0.1125)
H (0.9523, 6.1812, -1.1714)
H (2.6809, 5.7645, -1.1559)
H (0.5486, 4.0720, -2.5082)
H (2.2486, 3.7882, -2.3227)
H (1.7394, 4.8110, -4.3594)
H (1.7344, 4.8430, 0.7091)
C (0.4320, 0.0567, -3.7673)
C (0.2656, -0.1434, -5.2959)
O (0.3159, -1.5538, -5.5784)
O (-0.7810, -0.1187, -3.1180)
H (0.6318, 1.1180, -3.6194)
H (1.1875, -0.5844, -3.3131)
H (1.1166, 0.3548, -5.7604)
H (-0.6264, 0.2899, -5.7484)
H (-0.4701, -1.9251, -5.1709)
H (-1.2203, -0.9300, -3.3837)

* charge: +1
* E_tot: -2455.13885 Eh
* spin multiplicity: 2
* gap between HOMO and LUMO (alpha / beta): 10.05 / 2.94 eV
* LUMO energy (alpha / beta): -2.31 / -9.41 eV



Record 2
C20H67AsF6N5O11 as an isolated structure in a non-equilibrium geometry, computed with ωB97M-V/def2-TZVPD.

Geometry (Å):
As (-16.4232, 7.0423, -31.3341)
F (-16.2719, 6.0787, -29.8652)
F (-16.7540, 5.6105, -32.2866)
F (-16.6374, 8.0531, -32.7489)
F (-16.2673, 8.5184, -30.3765)
F (-14.7007, 6.8853, -31.6250)
F (-18.1718, 7.1133, -31.0975)
O (-17.6240, 8.9711, -28.1281)
H (-18.3742, 9.5209, -28.3706)
H (-17.1682, 8.7851, -28.9718)
O (-16.7090, 10.9729, -32.2685)
H (-15.9156, 11.1742, -31.7519)
H (-16.6797, 10.0124, -32.3951)
O (-14.1643, 4.1452, -32.0813)
H (-13.8482, 5.0524, -32.1581)
H (-15.0696, 4.2406, -31.7552)
O (-19.7882, 6.7841, -28.6990)
H (-20.5066, 6.1780, -28.8992)
H (-19.3158, 6.8637, -29.5415)
O (-20.2690, 4.9452, -31.1905)
H (-19.8858, 5.3457, -31.9934)
H (-21.0867, 4.5374, -31.4914)
O (-13.9445, 8.7089, -28.3778)
H (-13.3306, 7.9645, -28.2578)
H (-14.4883, 8.4617, -29.1361)
C (-12.4867, 13.9915, -29.6861)
C (-13.4885, 12.8778, -30.0502)
C (-12.8931, 11.7786, -30.8958)
O (-13.9306, 10.8437, -31.1309)
C (-13.6545, 9.9963, -32.2418)
N (-13.9368, 12.3100, -28.7655)
H (-11.6970, 13.5398, -29.0906)
H (-13.1043, 14.7245, -29.1684)
H (-12.0535, 14.4764, -30.5646)
H (-14.3473, 13.3099, -30.5774)
H (-11.9771, 11.3813, -30.4419)
H (-12.5408, 12.2062, -31.8435)
H (-14.5537, 9.4799, -32.5636)
H (-13.0015, 9.2273, -31.8116)
H (-13.1817, 10.5400, -33.0608)
H (-14.4945, 12.8901, -28.1638)
H (-14.3584, 11.4179, -28.9991)
C (-17.7485, 2.0887, -32.7113)
C (-16.8501, 1.5821, -31.5502)
C (-17.3440, 0.2079, -31.1161)
O (-18.6920, 0.1754, -30.7375)
C (-19.1541, -1.0597, -30.2816)
N (-15.4752, 1.4909, -32.0359)
H (-17.5177, 3.1393, -32.8907)
H (-18.8007, 2.0279, -32.4154)
H (-17.6847, 1.5697, -33.6706)
H (-16.8863, 2.3041, -30.7339)
H (-16.7420, -0.1150, -30.2511)
H (-17.1674, -0.5480, -31.8981)
H (-19.2023, -1.8037, -31.0822)
H (-20.1109, -0.8586, -29.8004)
H (-18.5806, -1.5192, -29.4636)
H (-15.5068, 1.3350, -33.0382)
H (-15.0596, 2.4224, -31.9965)
C (-14.2987, 9.6109, -35.8291)
C (-15.6473, 9.2541, -36.4618)
C (-15.5324, 7.8912, -37.1459)
O (-16.8176, 7.4530, -37.5809)
C (-17.0027, 6.0519, -37.5810)
N (-16.6794, 9.3071, -35.4348)
H (-13.5287, 9.5335, -36.5997)
H (-14.0329, 8.9156, -35.0288)
H (-14.3386, 10.6020, -35.3803)
H (-15.8675, 10.0414, -37.1859)
H (-15.1446, 7.1029, -36.4870)
H (-14.8874, 7.8922, -38.0339)
H (-18.0567, 5.9104, -37.8167)
H (-16.6755, 5.6869, -36.6037)
H (-16.4593, 5.5315, -38.3798)
H (-17.4495, 8.7504, -35.7965)
H (-16.4121, 8.9291, -34.5352)
C (-13.0670, 5.7646, -26.1888)
C (-14.0719, 5.4383, -27.2975)
C (-13.2879, 5.1309, -28.5789)
O (-12.7735, 6.3464, -29.1252)
C (-11.8119, 6.1669, -30.1540)
N (-14.7816, 4.2564, -26.7986)
H (-13.5188, 6.1287, -25.2612)
H (-12.5849, 6.7208, -26.4402)
H (-12.3047, 5.0150, -25.9845)
H (-14.7527, 6.2808, -27.4043)
H (-13.9353, 4.5777, -29.2640)
H (-12.4632, 4.4484, -28.3429)
H (-10.8340, 6.2021, -29.6474)
H (-11.8501, 7.0977, -30.7240)
H (-11.9641, 5.2127, -30.6571)
H (-15.0032, 3.5848, -27.5392)
H (-14.1430, 3.6421, -26.2944)
C (-22.4352, 7.3468, -34.1297)
C (-21.2697, 8.1856, -33.6292)
C (-19.8655, 7.6988, -34.0489)
O (-19.7100, 6.3809, -33.5600)
C (-18.8372, 5.6597, -34.4152)
N (-21.4403, 9.5797, -34.0371)
H (-22.6288, 7.4427, -35.2027)
H (-23.4104, 7.5339, -33.6816)
H (-22.1115, 6.3164, -33.9572)
H (-21.2588, 8.0992, -32.5331)
H (-19.0820, 8.3781, -33.7148)
H (-19.9825, 7.6800, -35.1402)
H (-17.8996, 6.1783, -34.6255)
H (-19.2584, 5.5126, -35.4192)
H (-18.6910, 4.6640, -34.0083)
H (-22.2534, 10.0483, -33.6524)
H (-20.6936, 10.1359, -33.6207)

* charge: -1
* E_tot: -4738.72196 Eh
* energy above the lowest of the compared OMol25 structures with the same formula, charge and spin: 121.77 kJ/mol
* gap between HOMO and LUMO: 9.10 eV
* LUMO energy: 2.42 eV



Record 3
A 17-piece molecular cluster, C20H68ClF4N33O18S overall in a non-equilibrium geometry, computed with ωB97M-V/def2-TZVPD.

Geometry (Å):
O (2.0746, 5.9984, 3.7291)
S (0.5759, 5.6604, 3.3667)
O (0.0247, 4.5441, 4.3370)
F (-0.4678, 7.0147, 3.5860)
N (0.3761, 5.0332, 1.7500)
Cl (0.2049, 6.2736, 0.5613)
C (1.4182, 4.0003, 1.3824)
C (0.7945, 2.5261, 1.8390)
C (1.0281, 1.3760, 0.6913)
F (0.0649, 1.1968, -0.4205)
C (2.1993, 0.4620, 0.7873)
F (1.9284, -0.9261, 1.2724)
F (3.5350, 0.9914, 0.4076)
H (2.4646, 4.1514, 1.9147)
H (1.6487, 3.9276, 0.2258)
H (-0.3831, 2.6472, 1.9515)
H (1.2318, 2.1947, 2.8944)
C (-2.6200, 2.9210, -2.3622)
O (-1.7529, 3.6762, -1.9520)
N (-3.5933, 2.4335, -1.5719)
N (-2.6800, 2.5087, -3.6413)
H (-4.3159, 1.8107, -1.8913)
H (-3.5849, 2.7191, -0.6014)
H (-1.9657, 2.8525, -4.2699)
H (-3.3862, 1.8873, -3.9977)
C (0.8963, -2.3324, -2.5685)
O (1.0799, -3.4751, -2.9569)
N (0.8189, -1.2829, -3.4066)
N (0.7551, -2.0201, -1.2676)
H (0.6683, -0.3349, -3.1057)
H (0.9201, -1.4743, -4.3949)
H (0.8069, -2.7812, -0.6031)
H (0.6033, -1.0852, -0.9286)
C (6.7585, 2.8558, -0.3669)
O (6.3560, 3.4005, 0.6488)
N (6.2068, 1.7307, -0.8562)
N (7.7897, 3.3317, -1.0878)
H (6.5242, 1.2675, -1.6910)
H (5.4275, 1.3391, -0.3435)
H (8.2335, 4.1773, -0.7540)
H (8.1354, 2.8972, -1.9267)
C (-0.8507, 0.5337, 5.2265)
O (0.3650, 0.6347, 5.2757)
N (-1.6514, 1.5537, 4.8682)
N (-1.4986, -0.6065, 5.5263)
H (-2.6543, 1.4898, 4.8218)
H (-1.2038, 2.4304, 4.6344)
H (-0.9330, -1.3990, 5.8010)
H (-2.4988, -0.7089, 5.4916)
C (-1.2314, -4.4534, 4.9419)
O (-0.3642, -3.6982, 5.3521)
N (-2.2047, -4.9409, 5.7322)
N (-1.2913, -4.8657, 3.6628)
H (-2.9272, -5.5637, 5.4128)
H (-2.1962, -4.6553, 6.7028)
H (-0.5770, -4.5219, 3.0342)
H (-1.9975, -5.4872, 3.3064)
C (-1.9136, 8.0476, -2.5189)
O (-0.6979, 8.1486, -2.4697)
N (-2.7142, 9.0676, -2.8772)
N (-2.5615, 6.9074, -2.2191)
H (-3.7171, 9.0037, -2.9236)
H (-2.2666, 9.9442, -3.1110)
H (-1.9959, 6.1149, -1.9444)
H (-3.5617, 6.8050, -2.2538)
C (-5.4645, 5.9223, 0.0960)
O (-4.8701, 5.4091, -0.8388)
N (-4.8331, 6.4151, 1.1768)
N (-6.8041, 6.0410, 0.1291)
H (-5.3051, 6.8413, 1.9563)
H (-3.8239, 6.3458, 1.1921)
H (-7.3179, 5.6826, -0.6653)
H (-7.3113, 6.4605, 0.8899)
C (-10.3441, 4.3468, -0.1907)
O (-9.8881, 5.1481, -0.9910)
N (-9.6423, 3.8915, 0.8628)
N (-11.5892, 3.8473, -0.2906)
H (-10.0006, 3.2318, 1.5325)
H (-8.7001, 4.2425, 0.9749)
H (-12.1514, 4.1642, -1.0697)
H (-11.9823, 3.1868, 0.3585)
C (-4.0411, -5.6926, 0.6167)
O (-3.9827, -5.6043, 1.8330)
N (-4.5695, -4.7280, -0.1580)
N (-3.5824, -6.7623, -0.0579)
H (-4.6265, -4.7825, -1.1609)
H (-4.9265, -3.9052, 0.3102)
H (-3.1767, -7.5114, 0.4877)
H (-3.6218, -6.8531, -1.0590)
C (-2.7295, -1.4023, 0.9759)
O (-3.9262, -1.6384, 0.9229)
N (-2.1562, -0.3946, 0.2936)
N (-1.8770, -2.1286, 1.7211)
H (-1.1728, -0.1845, 0.3244)
H (-2.7627, 0.1770, -0.2800)
H (-2.2679, -2.8969, 2.2506)
H (-0.8887, -1.9495, 1.7775)
C (0.0631, 4.9917, 8.5709)
O (0.1215, 5.0800, 9.7872)
N (-0.4653, 5.9563, 7.7963)
N (0.5217, 3.9220, 7.8964)
H (-0.5223, 5.9018, 6.7934)
H (-0.8223, 6.7791, 8.2644)
H (0.9275, 3.1728, 8.4419)
H (0.4824, 3.8312, 6.8952)
C (5.2977, -3.7573, -2.8098)
O (6.3735, -4.2368, -3.1309)
N (5.1884, -2.7197, -1.9606)
N (4.1252, -4.2234, -3.2763)
H (4.3116, -2.3111, -1.6842)
H (6.0474, -2.3385, -1.5861)
H (4.1627, -5.0042, -3.9184)
H (3.2294, -3.8417, -3.0234)
C (4.4972, -1.0320, 4.0899)
O (5.0917, -1.5452, 3.1551)
N (5.1287, -0.5392, 5.1706)
N (3.1577, -0.9133, 4.1229)
H (4.6566, -0.1130, 5.9501)
H (6.1379, -0.6085, 5.1859)
H (2.6439, -1.2718, 3.3285)
H (2.6504, -0.4938, 4.8837)
C (10.4353, -3.3858, -1.6087)
O (11.6130, -3.5390, -1.3257)
N (9.6853, -4.3613, -2.1524)
N (9.7822, -2.2281, -1.4023)
H (8.7141, -4.2542, -2.3923)
H (10.1385, -5.2493, -2.3243)
H (10.3104, -1.4677, -0.9945)
H (8.8128, -2.0829, -1.6288)
C (2.2844, -7.3365, -5.1841)
O (3.1515, -6.5813, -4.7738)
N (1.3111, -7.8240, -4.3937)
N (2.2245, -7.7488, -6.4632)
H (0.5885, -8.4469, -4.7132)
H (1.3195, -7.5384, -3.4232)
H (2.9387, -7.4050, -7.0918)
H (1.5182, -8.3703, -6.8196)
C (0.3545, -7.0225, -9.8830)
O (1.5322, -7.1756, -9.5999)
N (-0.3956, -7.9979, -10.4267)
N (-0.2986, -5.8647, -9.6765)
H (-1.3667, -7.8908, -10.6665)
H (0.0577, -8.8859, -10.5985)
H (0.2296, -5.1043, -9.2688)
H (-1.2680, -5.7196, -9.9030)

* charge: 0
* E_tot: -5222.29641 Eh
* gap between HOMO and LUMO: 6.39 eV
* LUMO energy: -2.60 eV



Record 4
A 14-piece molecular cluster, C20H68N6O14 overall in a non-equilibrium geometry, computed with ωB97M-V/def2-TZVPD.

Geometry (Å):
C (-0.6860, -1.0790, -0.5001)
C (-0.0870, 0.3010, -0.6791)
O (-1.0780, 1.2300, -0.7081)
H (-1.3870, -1.1710, -1.3431)
H (-1.2160, -0.9260, 0.4089)
H (0.0780, -1.8890, -0.4531)
H (0.5980, 0.3260, -1.5141)
H (0.5930, 0.4400, 0.2119)
H (-0.7300, 2.0920, -0.8801)
C (-0.0230, 0.4130, -4.6581)
C (-0.8360, 1.5050, -4.0021)
O (0.0260, 2.3540, -3.3391)
H (0.7740, 0.8250, -5.3491)
H (-0.5890, -0.1640, -5.3321)
H (0.3470, -0.2810, -3.8781)
H (-1.5170, 0.9470, -3.3051)
H (-1.5400, 2.0770, -4.5501)
H (-0.4710, 3.0220, -2.8341)
C (1.6680, 3.1220, 0.2919)
C (2.1090, 4.1070, 1.3819)
O (3.3480, 4.5260, 1.1009)
H (2.0800, 2.1720, 0.4589)
H (1.8050, 3.3870, -0.7801)
H (0.6250, 2.9670, 0.4909)
H (2.1640, 3.7940, 2.3689)
H (1.3980, 4.9800, 1.2759)
H (3.4720, 5.4900, 1.1089)
C (-4.0250, -1.4150, -3.7191)
C (-2.9010, -2.4200, -3.2431)
O (-3.0550, -2.9370, -1.9321)
H (-3.5720, -1.1120, -4.6141)
H (-4.2630, -0.6260, -3.0151)
H (-4.9060, -1.9310, -4.0211)
H (-1.9770, -1.8840, -3.1701)
H (-2.9200, -3.3300, -3.9081)
H (-2.2990, -3.3610, -1.5671)
C (1.2640, -1.4340, 2.4279)
C (1.4410, -2.7650, 3.1779)
O (2.7250, -3.2210, 2.8749)
H (1.1710, -1.4080, 1.2429)
H (2.0060, -0.7700, 2.9159)
H (0.3600, -1.0160, 2.7619)
H (0.6460, -3.5660, 3.0789)
H (1.4530, -2.6270, 4.2749)
H (2.9430, -3.8600, 3.5129)
C (1.8780, -4.8100, 0.2699)
C (3.3510, -5.0850, 0.0409)
O (3.6310, -6.4120, -0.1611)
H (1.8110, -5.1480, 1.3129)
H (1.1830, -5.4280, -0.3031)
H (1.4250, -3.8120, 0.1699)
H (3.8850, -4.7090, 0.9129)
H (3.7100, -4.4510, -0.7691)
H (4.6200, -6.4910, -0.3111)
C (-1.5290, 2.4820, 2.4409)
O (-1.4940, 3.5270, 1.5509)
N (-1.8160, 2.6930, 3.7069)
N (-1.2030, 1.3230, 2.0419)
H (-2.2970, 1.9770, 4.2799)
H (-2.0070, 3.6510, 3.8769)
H (-1.2010, 1.2140, 1.0009)
H (-1.4510, 0.4730, 2.4449)
C (1.7940, 2.1540, 4.5119)
O (3.0580, 2.3400, 5.0909)
N (1.5830, 1.6080, 3.3339)
N (0.6870, 2.4880, 5.0009)
H (2.3510, 1.2860, 2.6459)
H (0.6060, 1.4660, 2.9599)
H (0.6980, 2.6720, 5.9729)
H (-0.2220, 2.6410, 4.5499)
C (3.2450, 0.3870, -3.5681)
O (2.7670, -0.9260, -3.6591)
N (4.5380, 0.6100, -3.3981)
N (2.5380, 1.4270, -3.2591)
H (4.9170, 1.5900, -3.5841)
H (5.2010, -0.1830, -3.6271)
H (1.5350, 1.3890, -3.2111)
H (3.0050, 2.3880, -3.1281)
C (-1.5890, -3.6490, 1.6199)
O (-1.7070, -4.0560, 2.8939)
H (-0.5950, -3.1960, 1.3359)
H (-2.3510, -2.9110, 1.4849)
H (-1.8490, -4.5120, 0.9179)
H (-2.5360, -4.3590, 3.0239)
C (-4.0330, -0.9850, 2.6289)
O (-2.6650, -0.8830, 2.9839)
H (-4.2260, -0.4970, 1.6359)
H (-4.6550, -0.4610, 3.3319)
H (-4.4490, -1.9620, 2.5919)
H (-2.5170, -1.2940, 3.8369)
C (-1.0740, 5.3280, -2.1101)
O (-0.8950, 4.0820, -1.3931)
H (-0.2160, 5.6530, -2.6121)
H (-1.3260, 6.0360, -1.3571)
H (-1.9050, 5.3080, -2.8121)
H (-1.3840, 4.1280, -0.5901)
C (3.1790, -1.6370, -0.9001)
O (3.4840, -1.9390, 0.4399)
H (2.2190, -2.1600, -1.1451)
H (4.0260, -1.9430, -1.5041)
H (2.9670, -0.5950, -1.1001)
H (2.7990, -2.3770, 0.9029)
C (-4.4420, 1.7270, -0.7511)
O (-3.5280, 1.3890, -1.7511)
H (-4.2420, 2.6800, -0.2391)
H (-4.2340, 0.9810, -0.0061)
H (-5.4070, 1.6630, -1.1861)
H (-2.6570, 1.2260, -1.3781)

* charge: 0
* E_tot: -2184.41480 Eh
* energy above the lowest of the compared OMol25 structures with the same formula, charge and spin: 331.86 kJ/mol
* gap between HOMO and LUMO: 8.44 eV
* LUMO energy: -0.24 eV